{
  "formula": "C3H8NO2S",
  "method": "ωB97M-V/def2-TZVPD",
  "relative_energy_kj_mol": 0.00,
  "homo_ev": [2.984, -1.996],
  "spin_multiplicity": 2,
  "total_charge": -2,
  "total_energy_ha": -722.47969,
  "species": ["C", "C", "S", "H", "H", "H", "H", "H", "H", "N", "C", "O", "O", "H", "H"],
  "coordinates": [[1.0286, -1.5635, -0.2832], [2.0109, -1.2777, 0.8470], [2.2419, 0.5208, 0.9957], [1.4233, -1.2331, -1.2455], [0.0984, -1.0173, -0.1311], [0.8223, -2.6385, -0.3123], [1.5877, -1.6103, 1.7963], [2.9684, -1.7707, 0.6768], [3.1631, 0.5181, 1.9675], [-3.2598, 0.9218, -1.1028], [-1.9687, 0.4899, -0.6310], [-1.0415, 0.5826, -1.4638], [-1.9507, 0.0527, 0.5434], [-3.9895, 1.0169, -0.4177], [-3.2274, 1.6171, -1.8268]],
  "atomic_forces_ev_per_a": [[0.125, 0.101, 0.204], [-0.245, 0.265, 0.113], [0.164, 0.086, -0.139], [0.069, -0.064, 0.007], [-0.053, -0.069, 0.003], [-0.018, 0.006, -0.126], [0.089, -0.212, -0.046], [0.004, -0.022, 0.065], [0.023, -0.100, -0.006], [-0.187, -0.281, -0.321], [0.038, -0.023, 0.220], [-0.202, 0.105, 0.057], [-0.022, -0.037, -0.176], [0.211, 0.169, 0.164], [0.003, 0.074, -0.016]],
  "lowdin_charge": [-0.23, -0.70, -0.09, 0.06, 0.02, 0.06, 0.04, 0.04, -0.21, 0.06, -0.88, -0.11, -0.12, 0.04, 0.04]
}